Record 1
{
  "formula": "C22H24F3NO2S2",
  "method": "wB97M-V/def2-TZVPD",
  "fmax_ev_per_a": 1.190,
  "e_lumo_ev": -0.202,
  "multiplicity": 1,
  "smiles": "C[C@](CCCSC(=S)N(c1ccccc1)c1ccccc1)(CCC(F)(F)F)OC=O",
  "energy_ev": -58611.3231,
  "elements": ["C", "C", "C", "C", "C", "S", "C", "S", "N", "C", "C", "C", "C", "C", "C", "C", "C", "C", "C", "C", "C", "C", "C", "C", "F", "F", "F", "O", "C", "O", "H", "H", "H", "H", "H", "H", "H", "H", "H", "H", "H", "H", "H", "H", "H", "H", "H", "H", "H", "H", "H", "H", "H", "H"],
  "positions_angstrom": [[2.718, 0.898, 0.035], [3.616, -0.315, -0.191], [3.170, -1.475, 0.706], [1.756, -1.993, 0.449], [0.685, -1.436, 1.414], [-0.650, -0.562, 0.599], [-2.062, -1.582, 0.825], [-1.995, -3.138, 1.292], [-3.317, -0.990, 0.538], [-3.569, 0.337, 1.061], [-4.439, 0.429, 2.137], [-4.760, 1.670, 2.677], [-4.208, 2.824, 2.138], [-3.339, 2.733, 1.057], [-3.026, 1.495, 0.513], [-3.823, -1.174, -0.799], [-3.003, -1.302, -1.915], [-3.575, -1.458, -3.174], [-4.954, -1.484, -3.330], [-5.771, -1.354, -2.210], [-5.207, -1.210, -0.950], [5.112, -0.068, 0.081], [5.671, 1.332, -0.173], [5.550, 2.299, 0.996], [6.759, 2.744, 1.411], [4.827, 3.398, 0.672], [4.951, 1.758, 2.086], [3.479, -0.819, -1.550], [3.460, 0.097, -2.549], [4.405, 0.351, -3.235], [3.092, 1.816, -0.412], [2.563, 1.041, 1.101], [1.740, 0.704, -0.410], [3.897, -2.278, 0.574], [3.268, -1.127, 1.735], [1.464, -1.803, -0.582], [1.758, -3.077, 0.555], [0.266, -2.239, 2.013], [1.128, -0.725, 2.111], [-4.868, -0.475, 2.547], [-5.443, 1.722, 3.513], [-4.459, 3.789, 2.555], [-2.898, 3.623, 0.629], [-2.373, 1.443, -0.347], [-1.928, -1.285, -1.807], [-2.933, -1.552, -4.039], [-5.404, -1.609, -4.304], [-6.848, -1.367, -2.303], [-5.833, -1.121, -0.074], [5.355, -0.393, 1.092], [5.648, -0.743, -0.585], [6.719, 1.287, -0.453], [5.147, 1.795, -1.006], [2.479, 0.568, -2.709]],
  "mulliken_charge": [-2.0848, 1.8686, -1.2673, -0.8118, -1.1342, 0.2382, -0.3055, -0.2484, 0.5555, -0.3899, -0.1411, -0.6780, -0.3605, -0.8871, 0.1021, 0.0251, 0.0977, -0.7666, -0.4565, -0.5775, -0.2334, -1.2340, -1.1968, 0.9843, -0.3083, -0.2959, -0.2720, -0.4057, 0.0787, -0.4786, 0.5250, 0.3414, 0.4939, 0.4030, 0.5658, 0.4966, 0.3897, 0.6113, 0.3953, 0.4693, 0.3710, 0.3949, 0.3681, 0.4421, 0.4063, 0.3821, 0.3871, 0.3790, 0.4268, 0.4865, 0.5852, 0.4447, 0.4109, 0.4079]
}

---

Record 2
{
  "formula": "C48H123N5O16",
  "method": "wB97M-V/def2-TZVPD",
  "fmax_ev_per_a": 2.877,
  "e_lumo_ev": 0.500,
  "multiplicity": 1,
  "smiles": "COCCNCCOC.COCCNCCOC.COCCNCCOC.COCCNCCOC.COCCNCCOC.CC(C)O.CC(C)O.CC(C)O.CC(C)O.CC(C)O.CC(C)O",
  "energy_ev": -91971.8079,
  "elements": ["C", "O", "C", "C", "N", "C", "C", "O", "C", "H", "H", "H", "H", "H", "H", "H", "H", "H", "H", "H", "H", "H", "H", "H", "C", "O", "C", "C", "N", "C", "C", "O", "C", "H", "H", "H", "H", "H", "H", "H", "H", "H", "H", "H", "H", "H", "H", "H", "C", "O", "C", "C", "N", "C", "C", "O", "C", "H", "H", "H", "H", "H", "H", "H", "H", "H", "H", "H", "H", "H", "H", "H", "C", "O", "C", "C", "N", "C", "C", "O", "C", "H", "H", "H", "H", "H", "H", "H", "H", "H", "H", "H", "H", "H", "H", "H", "C", "O", "C", "C", "N", "C", "C", "O", "C", "H", "H", "H", "H", "H", "H", "H", "H", "H", "H", "H", "H", "H", "H", "H", "C", "C", "C", "O", "H", "H", "H", "H", "H", "H", "H", "H", "C", "C", "C", "O", "H", "H", "H", "H", "H", "H", "H", "H", "C", "C", "C", "O", "H", "H", "H", "H", "H", "H", "H", "H", "C", "C", "C", "O", "H", "H", "H", "H", "H", "H", "H", "H", "C", "C", "C", "O", "H", "H", "H", "H", "H", "H", "H", "H", "C", "C", "C", "O", "H", "H", "H", "H", "H", "H", "H", "H"],
  "positions_angstrom": [[-3.312, -1.919, -6.761], [-2.387, -1.297, -5.886], [-1.055, -1.685, -6.112], [-0.530, -0.707, -7.157], [-0.415, 0.575, -6.593], [-0.241, 1.654, -7.538], [1.139, 1.600, -8.279], [1.065, 2.634, -9.213], [2.223, 2.621, -10.077], [-3.304, -1.421, -7.742], [-4.285, -1.774, -6.343], [-3.087, -3.004, -6.888], [-0.988, -2.689, -6.510], [-0.431, -1.476, -5.223], [-1.223, -0.709, -8.048], [0.429, -1.111, -7.499], [-1.228, 0.710, -5.977], [-0.381, 2.671, -7.050], [-0.975, 1.636, -8.414], [1.254, 0.642, -8.794], [2.026, 1.700, -7.686], [2.094, 2.149, -11.087], [3.109, 2.231, -9.606], [2.453, 3.704, -10.261], [-5.414, -2.792, 1.737], [-4.902, -2.903, 3.085], [-5.904, -2.607, 4.025], [-5.762, -3.554, 5.190], [-4.400, -3.461, 5.661], [-4.140, -4.252, 6.864], [-2.654, -4.465, 7.149], [-2.137, -5.340, 6.143], [-0.926, -5.919, 6.593], [-5.815, -1.836, 1.518], [-6.253, -3.545, 1.608], [-4.591, -3.019, 1.062], [-6.863, -2.696, 3.560], [-5.823, -1.597, 4.475], [-5.888, -4.580, 4.901], [-6.511, -3.291, 5.985], [-3.781, -3.778, 4.930], [-4.479, -5.279, 6.804], [-4.650, -3.702, 7.701], [-2.557, -5.075, 8.080], [-2.155, -3.513, 7.193], [-0.693, -6.724, 5.936], [-0.915, -6.237, 7.627], [-0.124, -5.212, 6.437], [0.600, 5.694, 9.953], [1.991, 5.414, 9.868], [2.299, 4.060, 9.724], [1.922, 3.568, 8.348], [2.611, 4.409, 7.388], [2.085, 4.420, 5.996], [2.313, 3.131, 5.219], [1.590, 1.994, 5.672], [0.236, 2.087, 5.385], [0.518, 6.703, 10.423], [0.065, 4.923, 10.556], [0.187, 5.703, 8.912], [1.697, 3.450, 10.479], [3.362, 4.005, 9.989], [0.779, 3.676, 8.243], [2.094, 2.529, 8.248], [2.591, 5.398, 7.639], [2.512, 5.221, 5.452], [0.970, 4.557, 5.997], [3.313, 2.734, 5.342], [2.118, 3.203, 4.144], [-0.003, 2.207, 4.323], [-0.362, 2.831, 5.925], [-0.185, 1.135, 5.743], [0.568, 4.919, -4.325], [-0.675, 4.463, -3.689], [-0.599, 3.098, -3.420], [-1.700, 2.717, -2.381], [-1.839, 1.278, -2.169], [-2.870, 0.844, -1.221], [-2.558, 1.147, 0.228], [-3.358, 0.336, 1.071], [-3.156, 0.720, 2.443], [0.685, 5.966, -4.100], [0.584, 4.726, -5.405], [1.482, 4.425, -3.964], [0.437, 2.884, -3.011], [-0.664, 2.461, -4.305], [-2.692, 3.118, -2.718], [-1.433, 3.252, -1.447], [-2.073, 0.793, -3.015], [-2.908, -0.239, -1.200], [-3.875, 1.249, -1.495], [-2.723, 2.215, 0.431], [-1.528, 0.995, 0.485], [-3.439, 1.751, 2.537], [-2.052, 0.676, 2.666], [-3.699, 0.095, 3.163], [2.594, -2.436, 6.982], [1.771, -2.193, 5.849], [0.364, -2.181, 6.101], [-0.482, -2.345, 4.900], [-0.256, -3.585, 4.120], [-1.285, -3.571, 3.098], [-1.029, -4.670, 2.111], [0.252, -4.514, 1.527], [0.357, -5.391, 0.446], [3.704, -2.493, 6.789], [2.345, -3.405, 7.363], [2.424, -1.663, 7.718], [0.172, -1.253, 6.721], [0.102, -2.937, 6.785], [-0.479, -1.462, 4.220], [-1.482, -2.398, 5.269], [0.661, -3.551, 3.643], [-1.340, -2.594, 2.626], [-2.236, -3.709, 3.608], [-1.842, -4.698, 1.345], [-1.001, -5.613, 2.587], [0.085, -6.379, 0.774], [1.322, -5.401, -0.021], [-0.416, -5.145, -0.305], [5.308, 1.279, -3.357], [3.841, 0.978, -3.644], [3.313, 2.017, -4.615], [3.814, -0.369, -4.212], [5.520, 2.192, -2.806], [5.765, 1.426, -4.294], [5.804, 0.432, -2.820], [3.283, 1.154, -2.679], [3.281, 2.951, -4.065], [2.320, 1.838, -4.950], [3.968, 2.072, -5.503], [3.093, -0.447, -4.875], [3.504, 3.254, 1.307], [2.193, 3.013, 0.544], [1.817, 4.242, -0.236], [2.419, 1.948, -0.334], [3.452, 3.865, 2.232], [4.243, 3.634, 0.549], [3.872, 2.243, 1.545], [1.371, 2.681, 1.238], [1.761, 5.085, 0.515], [0.939, 4.051, -0.905], [2.622, 4.444, -0.950], [1.608, 1.437, -0.623], [3.982, -0.195, 3.565], [2.776, -0.507, 2.591], [1.490, 0.188, 2.827], [3.167, -0.660, 1.218], [4.852, -0.873, 3.509], [3.713, -0.164, 4.618], [4.317, 0.779, 3.345], [2.516, -1.503, 2.872], [1.124, -0.030, 3.852], [0.758, -0.081, 2.049], [1.584, 1.290, 2.722], [3.167, 0.155, 0.763], [-4.523, 3.175, -5.794], [-4.149, 1.764, -6.248], [-3.753, 1.719, -7.686], [-3.051, 1.392, -5.359], [-3.572, 3.666, -6.027], [-4.644, 3.085, -4.697], [-5.394, 3.588, -6.289], [-5.014, 1.067, -6.082], [-2.675, 2.007, -7.700], [-4.482, 2.314, -8.220], [-3.768, 0.661, -7.957], [-2.997, 0.447, -5.399], [4.146, -2.082, -6.966], [2.867, -2.684, -6.618], [3.055, -3.993, -5.913], [2.056, -1.739, -5.839], [4.042, -1.277, -7.619], [4.881, -2.872, -7.228], [4.601, -1.537, -6.120], [2.244, -2.789, -7.541], [3.697, -4.604, -6.508], [2.134, -4.562, -5.749], [3.510, -3.773, -4.903], [1.689, -2.253, -5.105], [-0.890, -1.873, -0.680], [0.534, -1.337, -0.874], [1.155, -2.072, -2.092], [0.467, 0.078, -1.026], [-0.765, -2.964, -0.518], [-1.565, -1.607, -1.486], [-1.350, -1.392, 0.237], [1.213, -1.550, -0.007], [0.381, -2.266, -2.828], [1.475, -3.085, -1.804], [2.005, -1.532, -2.600], [-0.252, 0.357, -1.643]],
  "mulliken_charge": [-0.9422, -0.1688, -0.7400, -0.1890, 1.4704, -0.7999, -0.5876, -0.3871, -0.7644, 0.3261, 0.3011, 0.3075, 0.4453, -0.2361, 0.4436, 0.1111, -0.8520, 0.3098, 0.2106, 0.3432, 0.3667, 0.2491, 0.3305, 0.2761, -0.9101, -0.0424, -0.7010, -0.7528, -0.1516, -0.9143, -0.2884, -0.2528, -0.6737, 0.3978, 0.3531, 0.1326, 0.5622, 0.2218, 0.3665, 0.4142, -0.0226, 0.3502, 0.3661, 0.6300, 0.0525, 0.2982, 0.3951, 0.0783, -0.5653, -0.4060, -0.6560, -0.0627, -0.4241, -0.9633, -0.0930, -0.2616, -0.7732, 0.2268, 0.2946, 0.1919, 0.3424, 0.3441, 0.1196, 0.2936, 0.2957, 0.6186, 0.2532, 0.3207, -0.0081, 0.3355, 0.3659, 0.0758, -0.4493, -0.5438, 1.3528, -1.0052, 0.8664, -1.1927, 0.0874, -0.3323, -0.4952, 0.3395, 0.2366, 0.0149, -0.1515, -0.6137, 0.3305, 0.4497, -0.2990, 0.3338, 0.3721, 0.6901, -0.2929, 0.3925, 0.0226, 0.1689, -0.9965, -0.1711, -1.2670, 0.4697, -0.1060, 1.1332, -0.8780, -0.2688, -0.9300, 0.2438, 0.3253, 0.3826, 0.2500, 0.9009, -0.3396, 0.1100, 0.3806, -0.1607, -0.7082, 0.3353, 0.5710, 0.3428, 0.2810, 0.2909, -1.8949, 2.3001, -1.4860, -0.6375, 0.3579, 0.5256, 0.3506, -0.6926, 0.4566, 0.1184, 0.4075, 0.1781, -1.0485, 1.1173, -1.2184, -0.3132, 0.2828, 0.3983, 0.0380, -0.0102, 0.4062, 0.1131, 0.2415, -0.0556, -1.5747, 0.1332, 2.5063, -0.5702, 0.3662, 0.2053, 0.3619, 0.2064, -0.3740, -0.4651, -1.1652, 0.2130, -1.3629, 0.2470, -0.5148, -0.0824, 0.3171, 0.2499, 0.4536, 0.2334, -0.1805, 0.5554, 0.1233, 0.1342, -1.5567, 1.0619, -1.6121, -0.1832, 0.4344, 0.3562, 0.2482, 0.1263, 0.5151, 0.3509, 0.2777, -0.0028, -0.0564, 0.5930, -1.2108, 0.7588, -0.0467, 0.1269, -0.3530, 0.0306, 0.1797, 0.3782, 0.1543, -0.5931]
}